This record from OMol25 describes 3 unconnected molecules or ions with the total composition C23H44NO14PS2 in a non-equilibrium geometry. The level of theory is wB97M-V/def2-TZVPD.

Results
frontier orbital gap: 0.2711 Eh
charge: 0
HOMO energy: -0.2966 hartree
SMILES: C=CC(=O)OCCCCCC[C@]1(CN)OS(=O)(=O)O[C@@]1(C[SH](=O)=O)P(C)C.CCOC(=O)OC.CCOC(=O)OC
DFT total energy: -3148.06493 hartree
LUMO level: -0.69 eV

The geometry in XYZ format:
```
85
C23H44NO14PS2 (wB97M-V/def2-TZVPD)
C 7.13 -3.94 -1.19
C 7.66 -2.66 -0.65
C 6.65 -1.58 0.10
O 6.02 -1.88 1.25
O 6.49 -0.24 -0.49
C 5.12 -0.23 -1.04
C 4.14 0.67 -0.04
C 2.61 0.16 -0.34
C 1.49 1.35 -0.43
C 0.11 0.94 0.41
C -1.01 0.16 -0.52
C -2.31 -0.40 0.37
C -2.90 1.01 0.96
N -4.32 0.93 1.50
O -1.59 -1.31 1.32
S -1.42 -2.83 0.51
O 0.00 -3.06 -0.15
O -1.82 -4.08 1.33
O -2.37 -2.50 -0.91
C -3.33 -1.47 -0.37
C -4.11 -0.52 -1.47
S -4.36 -1.37 -3.16
O -5.53 -0.62 -3.90
O -4.75 -2.86 -3.03
P -4.75 -2.27 0.62
C -4.45 -2.25 2.50
C -5.25 -3.99 -0.05
H 6.22 -3.91 -1.95
H 7.64 -4.96 -0.84
H 8.80 -2.31 -0.76
H 5.14 0.21 -2.15
H 4.64 -1.32 -1.06
H 4.31 1.82 -0.22
H 4.48 0.40 1.07
H 2.63 -0.42 -1.36
H 2.32 -0.61 0.50
H 1.94 2.29 0.16
H 1.28 1.71 -1.53
H -0.29 1.97 0.86
H 0.48 0.31 1.33
H -0.52 -0.67 -1.19
H -1.41 0.98 -1.28
H -2.24 1.47 1.84
H -2.89 1.81 0.09
H -4.36 1.01 2.54
H -4.95 1.60 1.02
H -5.15 -0.23 -1.00
H -3.54 0.49 -1.72
H -3.18 -1.32 -3.95
H -3.98 -3.23 2.93
H -3.75 -1.35 2.85
H -5.49 -2.05 3.03
H -4.50 -4.47 -0.80
H -6.35 -3.88 -0.49
H -5.37 -4.74 0.87
C -3.64 3.54 -5.17
C -3.17 4.30 -3.95
O -1.84 3.91 -3.58
C -0.85 4.41 -4.37
O -0.99 5.14 -5.33
O 0.33 3.92 -3.91
C 1.45 4.27 -4.71
H -3.56 2.46 -5.01
H -4.69 3.78 -5.40
H -3.04 3.78 -6.05
H -3.82 4.06 -3.10
H -3.23 5.39 -4.10
H 1.52 5.36 -4.85
H 1.39 3.76 -5.68
H 2.36 3.94 -4.20
C 4.63 -1.35 5.03
C 4.20 0.07 5.35
O 2.96 0.39 4.71
C 1.85 -0.15 5.28
O 1.82 -0.87 6.26
O 0.78 0.22 4.53
C -0.45 -0.37 4.96
H 4.66 -1.51 3.94
H 5.61 -1.57 5.45
H 3.92 -2.08 5.43
H 4.95 0.77 4.96
H 4.13 0.24 6.43
H -0.64 -0.18 6.02
H -0.43 -1.44 4.75
H -1.26 0.08 4.38
```